1.
{
  "formula": "C39H19BrN10O2Pb",
  "method": "ωB97M-V/def2-TZVPD",
  "multiplicity": 1,
  "homo_ev": -6.89,
  "homo_lumo_gap_ev": 4.00,
  "e_above_lowest_ev": 2.490,
  "largest_force_ev_per_a": 1.45,
  "charge": 0,
  "symbols": ["C", "C", "C", "H", "Pb", "H", "C", "C", "C", "H", "H", "C", "O", "C", "C", "H", "C", "N", "N", "C", "C", "N", "C", "C", "N", "C", "N", "C", "C", "C", "O", "C", "C", "C", "H", "C", "C", "C", "C", "C", "H", "H", "H", "C", "H", "N", "C", "C", "N", "H", "C", "C", "C", "Br", "C", "C", "C", "N", "H", "H", "H", "C", "C", "C", "H", "H", "H", "N", "C", "H", "H", "N"],
  "xyz": [[5.137, -0.764, 1.091], [-0.469, -2.491, -3.171], [0.301, -4.818, 1.085], [4.602, 4.276, 0.268], [-0.097, 0.075, 0.751], [2.130, 7.767, -0.002], [4.016, -0.691, 0.295], [-3.325, 2.951, -0.177], [1.548, -4.983, 1.668], [-3.677, -1.836, -4.107], [5.504, 0.105, 1.613], [1.209, 4.560, 0.358], [3.337, -1.623, 3.275], [-6.010, 2.792, -0.720], [-1.750, -1.910, -3.176], [3.696, -3.939, -0.687], [-1.094, -3.871, -4.993], [-1.035, 3.617, 0.343], [-0.589, -1.026, -1.410], [-3.848, 1.822, -0.832], [-5.198, 1.728, -1.103], [-1.567, 1.545, -0.661], [2.210, 6.695, 0.112], [-0.221, -3.536, 1.047], [-2.760, -0.136, -1.832], [2.246, 2.525, 0.482], [0.919, 2.293, 0.636], [2.483, 3.968, 0.383], [1.057, 5.926, 0.219], [-2.126, 0.424, 1.938], [1.893, -0.270, 2.256], [-2.694, 0.962, -1.116], [5.749, -2.007, 1.220], [3.625, 4.733, 0.264], [0.076, 6.373, 0.196], [-4.128, 4.009, 0.193], [-5.487, 3.912, -0.089], [-1.756, -0.942, -2.080], [1.591, -2.626, 2.062], [0.242, -1.869, -2.054], [-7.072, 2.755, -0.920], [5.745, -4.081, 0.710], [-3.713, 4.878, 0.677], [-1.887, 2.722, -0.083], [-0.865, -4.649, -5.706], [0.412, -2.466, 1.480], [-0.121, -3.462, -4.090], [3.468, 6.108, 0.128], [-3.204, 0.647, 2.265], [2.007, -5.960, 1.714], [2.185, -3.877, 2.198], [3.060, 0.383, 0.011], [2.349, -1.385, 2.598], [-1.977, -3.287, 0.380], [-2.360, -3.299, -4.996], [5.250, -3.130, 0.578], [0.257, 3.450, 0.462], [3.182, 1.631, 0.380], [-6.143, 4.723, 0.191], [-5.598, 0.855, -1.594], [6.622, -2.101, 1.848], [3.494, -1.833, -0.340], [-2.702, -2.294, -4.099], [4.105, -3.062, -0.210], [0.868, -3.893, -4.100], [3.132, -3.930, 2.710], [-0.258, -5.647, 0.683], [1.474, -2.150, -1.712], [2.261, -1.385, -0.995], [-3.089, -3.638, -5.716], [4.341, 6.734, 0.021], [2.079, -0.068, -0.797]],
  "atomic_forces_ev_per_a": [[-0.385, 0.235, -0.287], [-0.795, -0.270, -0.790], [-0.126, 0.042, -0.092], [0.120, -0.068, 0.017], [0.457, -0.707, 0.981], [-0.012, 0.039, 0.014], [0.379, -0.810, 0.167], [-1.010, -0.252, -0.139], [0.013, 0.242, 0.084], [-0.155, 0.044, 0.014], [0.037, 0.067, 0.080], [0.995, 0.429, -0.070], [0.563, -0.200, 0.396], [-0.089, 0.152, 0.069], [0.359, -0.833, -0.786], [-0.045, -0.089, -0.058], [-0.234, -0.003, -0.136], [-0.496, 0.645, 0.312], [-0.300, 0.243, -0.690], [-0.499, 0.823, 0.481], [0.445, -0.181, -0.023], [0.163, 0.052, -0.683], [0.155, 0.029, -0.048], [0.191, -0.279, 0.058], [-0.727, -0.430, -0.384], [0.155, -0.491, -0.103], [-0.336, 0.547, 0.159], [-0.235, 1.078, -0.125], [-0.158, -0.407, 0.053], [0.123, 0.017, 0.506], [-0.101, 0.695, -0.059], [0.665, 0.560, 0.158], [0.106, -0.191, -0.055], [-0.192, -0.371, -0.013], [-0.119, 0.051, -0.002], [0.382, -0.232, -0.049], [-0.136, -0.077, -0.045], [0.797, 0.113, 0.510], [0.614, -0.087, 0.439], [0.053, 0.363, 0.462], [-0.041, -0.045, -0.008], [0.053, -0.047, 0.017], [0.047, 0.073, 0.072], [0.297, -0.268, -0.366], [0.022, -0.032, -0.067], [-0.358, -0.369, 0.063], [0.111, 0.269, 0.398], [-0.065, 0.183, -0.028], [-1.387, 0.289, 0.322], [-0.017, -0.099, 0.034], [-0.140, -0.054, 0.018], [-0.347, -0.388, -0.337], [-0.308, -0.691, 0.040], [-0.235, -0.104, 0.032], [0.125, -0.132, -0.174], [0.149, 0.051, 0.092], [0.435, -0.661, -0.110], [0.352, 0.699, 0.199], [-0.063, 0.015, 0.004], [-0.084, -0.075, -0.077], [0.066, -0.025, 0.060], [0.772, 0.073, 0.477], [0.170, 0.254, 0.381], [-0.256, 0.305, -0.234], [0.099, -0.058, 0.060], [0.095, 0.002, 0.006], [-0.057, -0.062, -0.028], [-0.178, -0.709, -0.550], [0.162, 0.880, 0.161], [-0.063, -0.037, -0.056], [0.071, 0.037, 0.037], [-0.050, 0.238, -0.762]]
}

***

2.
{
  "formula": "C39H21N8O5Pd",
  "method": "ωB97M-V/def2-TZVPD",
  "s2": 6.050,
  "multiplicity": 5,
  "homo_ev": [-9.65, -11.16],
  "homo_lumo_gap_ev": [5.67, 4.88],
  "largest_force_ev_per_a": 0.69,
  "charge": 1,
  "symbols": ["H", "C", "H", "C", "H", "H", "C", "O", "C", "N", "C", "N", "C", "C", "H", "N", "H", "C", "C", "H", "N", "N", "N", "C", "C", "C", "C", "C", "H", "C", "C", "C", "C", "C", "C", "Pd", "C", "O", "C", "H", "H", "C", "C", "C", "H", "C", "H", "C", "H", "H", "H", "C", "C", "H", "O", "C", "C", "N", "C", "C", "C", "O", "N", "C", "O", "H", "C", "H", "H", "H", "C", "C", "H", "C"],
  "xyz": [[-1.923, -7.504, 1.571], [0.359, -4.852, 3.204], [2.702, -4.372, 2.188], [1.402, 2.262, -3.724], [-5.801, 4.851, 0.378], [0.640, 3.955, -4.822], [2.617, -1.199, -0.961], [0.327, -2.631, 0.773], [-0.654, -3.095, 1.655], [0.893, 0.874, -1.984], [-0.922, 1.016, 2.471], [-1.084, 1.849, -0.237], [-0.978, 1.699, 4.977], [-0.529, 0.975, 3.891], [-2.016, -5.149, 0.826], [-0.180, 0.154, 1.777], [-0.610, 2.070, 7.054], [3.576, 2.310, -5.420], [1.228, -0.080, 5.169], [-1.817, 2.374, 4.892], [1.597, -1.372, 2.347], [-1.869, 1.833, 2.023], [1.599, -0.925, -0.024], [-2.979, 3.054, 0.204], [3.178, -3.989, 1.298], [0.418, -6.174, 3.627], [1.539, -1.964, 1.038], [-3.373, 4.173, -1.902], [4.347, 0.626, -4.311], [0.755, -0.463, 2.637], [-1.381, 2.585, -1.380], [-4.523, 4.713, -1.336], [2.085, 0.500, -2.470], [-1.328, -5.449, 1.606], [0.446, 1.974, -2.685], [0.289, 0.446, -0.138], [-0.297, 1.520, 6.178], [1.085, -3.863, 3.800], [3.547, 1.344, -4.429], [-5.147, 5.371, -1.924], [-0.338, -8.153, 3.370], [2.728, -2.832, 0.687], [-4.118, 3.585, 0.775], [-1.953, 2.149, 0.748], [4.846, -2.656, -1.974], [4.866, -4.175, -0.442], [4.626, -5.553, 1.184], [-2.615, 3.334, -1.109], [1.089, -6.447, 4.434], [4.413, 2.349, -6.103], [1.627, -4.236, 4.503], [0.548, 0.105, 3.984], [-0.390, -7.127, 3.031], [-4.394, 3.354, 1.794], [2.073, 2.397, 0.940], [-0.493, -4.486, 2.170], [0.788, 0.651, 6.270], [-0.673, 2.677, -2.456], [-4.893, 4.421, -0.024], [1.438, 3.233, -4.718], [2.445, 1.335, -3.583], [2.927, 2.746, 0.164], [2.863, -0.547, -2.036], [4.401, -3.034, -1.065], [-1.672, -2.485, 1.728], [2.599, 3.980, -6.347], [3.323, -2.378, -0.480], [-3.081, 4.397, -2.918], [2.071, -0.753, 5.231], [5.705, -4.715, -0.859], [4.254, -4.648, 0.724], [-1.274, -6.767, 2.022], [1.303, 0.550, 7.216], [2.537, 3.240, -5.560]],
  "atomic_forces_ev_per_a": [[0.003, -0.020, -0.011], [-0.060, 0.072, 0.081], [0.036, 0.058, -0.006], [-0.003, 0.103, -0.127], [-0.002, 0.015, 0.004], [-0.021, -0.004, -0.012], [-0.183, -0.055, 0.407], [0.092, -0.284, -0.129], [-0.192, 0.048, -0.171], [0.011, 0.354, 0.257], [-0.195, -0.003, 0.150], [0.209, 0.122, 0.003], [0.006, -0.073, 0.016], [-0.014, 0.109, -0.043], [-0.022, 0.001, 0.003], [0.286, 0.157, -0.150], [0.004, 0.000, 0.009], [-0.046, 0.032, -0.021], [-0.072, -0.021, 0.017], [-0.002, 0.019, -0.009], [-0.105, -0.124, -0.084], [0.124, -0.132, -0.021], [0.155, -0.185, -0.217], [0.036, -0.162, 0.091], [0.014, 0.040, 0.044], [0.016, 0.037, -0.030], [0.180, 0.307, -0.033], [0.008, 0.029, 0.019], [0.002, -0.018, -0.004], [-0.177, -0.029, 0.104], [-0.230, 0.038, 0.260], [0.004, -0.001, -0.003], [0.305, -0.417, -0.023], [0.094, 0.009, -0.042], [-0.086, -0.072, -0.008], [-0.374, -0.295, -0.050], [-0.007, -0.023, -0.002], [0.047, -0.032, -0.048], [-0.035, 0.004, 0.018], [-0.004, 0.001, -0.008], [-0.008, -0.009, -0.001], [-0.099, -0.154, 0.129], [-0.013, 0.064, -0.032], [-0.162, 0.210, -0.061], [0.003, 0.010, -0.018], [0.001, 0.010, 0.015], [0.008, -0.014, 0.003], [0.041, -0.063, -0.140], [-0.009, -0.005, 0.021], [0.017, 0.013, 0.001], [-0.019, 0.006, 0.072], [0.141, 0.005, -0.007], [-0.031, -0.006, -0.050], [0.007, 0.005, 0.015], [0.554, 0.326, -0.262], [-0.041, -0.108, -0.008], [-0.014, 0.002, -0.009], [0.171, -0.080, -0.198], [0.027, -0.030, 0.010], [-0.010, -0.058, 0.079], [-0.064, 0.051, -0.022], [-0.399, -0.168, 0.346], [-0.202, 0.211, -0.103], [0.004, -0.009, 0.035], [0.058, 0.108, 0.218], [0.007, 0.004, -0.008], [0.122, 0.093, -0.248], [-0.007, -0.003, -0.016], [0.016, -0.003, -0.001], [0.001, -0.010, -0.009], [0.009, 0.017, -0.027], [0.042, 0.010, 0.058], [-0.008, -0.009, 0.012], [0.054, -0.021, -0.024]]
}

***

Question: Which of these has the lowest multiplicity?
Answer: C39H19BrN10O2Pb

***

Question: The highest multiplicity belongs to which entry?
Answer: C39H21N8O5Pd